Entry 1:
Below is C4H6OSc as an isolated structure, with properties calculated with the ωB97M-V functional and the def2-TZVPD basis.

The geometry in XYZ format:
```
12
Properties=species:S:1:pos:R:3:forces:R:3:nbo_charge:R:1
Sc -1.17242 1.34433 -0.37166 2.75 -1.88 0.74 1.2147
O 0.24086 0.31380 -1.41370 -0.52 1.47 0.04 -0.8908
C 1.73947 -0.56539 0.24846 0.89 1.03 -2.43 -0.5279
C 1.21087 -0.50394 -1.05635 -0.46 -1.85 2.11 0.1960
C -0.00005 0.22524 1.62664 -1.80 0.62 -0.75 -0.5560
C 0.34959 1.00410 2.66326 -0.33 0.56 -0.01 -0.5123
H 2.16475 -1.52008 0.57450 0.32 0.45 -0.28 0.2047
H 2.24057 0.36487 0.55483 -0.78 -0.53 0.68 0.2069
H 0.98219 1.88971 2.52470 -0.28 -0.10 0.05 0.1721
H -0.56682 -0.68152 1.89981 -0.01 0.24 -0.10 0.1660
H 1.35743 -1.38715 -1.70349 -0.42 0.33 0.08 0.1402
H -0.06454 0.87518 3.67213 0.61 -0.32 -0.14 0.1864
```
Positions in Å, forces in eV/Å.

The energy above the lowest of the compared OMol25 structures with the same formula, charge and spin is 197.0 kJ/mol. The charge is 0. Its expectation value of S² is 0.945. Its spin multiplicity is 2. The value obtained for the LUMO energy (spin up / spin down) is -0.7 / -0.8 eV. Its gap between HOMO and LUMO (spin up / spin down) is 5.228 / 5.538 eV.

---

Entry 2:
Below is C4H6OSc as an isolated structure, with properties calculated with the ωB97M-V functional and the def2-TZVPD basis.

The geometry in XYZ format:
```
12
Properties=species:S:1:pos:R:3:forces:R:3:lowdin_spin:R:1
Sc 1.09014 1.75873 -3.70656 0.11 -0.90 1.83 1.0134
O 1.10732 0.79314 -1.79465 1.64 2.54 -4.16 -0.0077
C 0.77416 -0.70125 0.02012 0.59 4.37 0.97 -0.0016
C 0.32734 0.24480 -1.01475 -2.26 -2.74 3.90 -0.0009
C -0.04039 -0.66826 1.20687 -1.74 -1.79 -1.85 -0.0029
C -1.15409 0.21488 1.24720 1.66 -0.07 0.76 0.0009
H -0.86006 0.79040 -0.15671 0.15 -1.46 -0.22 -0.0001
H -0.00374 -1.11896 -1.12562 -0.14 0.57 0.38 -0.0009
H -0.12494 -1.61056 1.75418 0.12 0.15 0.05 -0.0002
H -0.92780 1.19732 1.67984 -0.19 0.42 -0.86 -0.0001
H -2.04476 -0.22319 1.71133 0.04 0.36 -0.23 0.0000
H 1.85681 -0.67704 0.17875 0.03 -1.46 -0.56 0.0001
```
Positions in Å, forces in eV/Å.

The energy above the lowest of the compared OMol25 structures with the same formula, charge and spin is 195.1 kJ/mol. The charge is +2. Its expectation value of S² is 0.751. Its spin multiplicity is 2. The value obtained for the LUMO energy (spin up / spin down) is -10.1 / -10.2 eV. Its gap between HOMO and LUMO (spin up / spin down) is 6.240 / 6.212 eV.

---

Entry 3:
Below is C4H6P2 as an isolated structure, with properties calculated with the ωB97M-V functional and the def2-TZVPD basis.

The geometry in XYZ format:
```
12
Properties=species:S:1:pos:R:3:forces:R:3:nbo_charge:R:1
P -3.67112 -0.84251 -0.08291 2.01 0.53 0.16 0.3901
P -1.10078 -1.58587 0.00048 0.48 -0.67 0.01 0.2603
C 0.67681 -1.08512 0.08763 -2.56 0.19 -0.33 -0.4310
C 1.87988 -1.13051 -0.03929 -0.30 0.19 0.29 0.0455
C -3.70811 1.00223 0.08791 -0.07 -0.26 0.05 -1.0151
C 3.32070 -1.17800 -0.08857 0.29 -0.06 -0.11 -0.6919
H 3.74214 -0.72498 0.80972 0.06 -0.02 -0.04 0.2430
H 3.65097 -2.21580 -0.14994 0.12 0.04 0.00 0.2407
H 3.69091 -0.63992 -0.96296 0.06 -0.03 0.05 0.2414
H -3.71211 1.47031 -0.89640 0.00 0.03 -0.04 0.2396
H -2.83941 1.35525 0.64042 -0.05 0.02 -0.01 0.2437
H -4.61059 1.30620 0.62021 -0.05 0.02 -0.02 0.2336
```
Positions in Å, forces in eV/Å.

The energy above the lowest of the compared OMol25 structures with the same formula, charge and spin is 351.4 kJ/mol. The charge is 0. The value obtained for the LUMO energy (spin up / spin down) is -0.9 / -1.0 eV. Its gap between HOMO and LUMO (spin up / spin down) is 7.096 / 6.810 eV.

---

Entry 4:
Below is one molecule with the formula C4H6P2, with properties calculated with the ωB97M-V functional and the def2-TZVPD basis.

The geometry in XYZ format:
```
12
Properties=species:S:1:pos:R:3:forces:R:3:nbo_charge:R:1
P 1.39275 0.41316 0.71312 -0.23 -0.14 0.53 0.4512
P 1.16062 -1.60234 -0.08356 -1.41 0.63 -1.70 0.2244
C -1.42710 -0.54773 0.21538 -0.45 0.48 0.16 0.0749
C -1.88024 0.67542 0.37187 -0.59 0.20 -0.75 -0.4892
C 2.17791 1.10414 -0.54362 0.32 1.36 0.62 -0.8330
C -0.74698 -1.64951 0.22946 1.85 -0.01 -0.85 -0.5228
H 1.36150 -2.25509 1.06823 0.46 -0.92 1.72 -0.0388
H 2.63692 0.64917 -1.38903 -0.01 -0.30 -0.66 0.2181
H -1.01677 -2.68865 0.31226 -0.82 0.10 0.39 0.2445
H -1.68721 1.15999 1.30078 -0.07 0.07 0.86 0.2226
H -2.46695 1.33395 -0.30931 0.76 -1.05 0.05 0.2298
H 2.32720 2.18543 -0.40262 0.18 -0.41 -0.37 0.2182
```
Positions in Å, forces in eV/Å.

The energy above the lowest of the compared OMol25 structures with the same formula, charge and spin is 173.7 kJ/mol. The charge is 0. The structure (SMILES) is C=C=CPP=C. The value obtained for the LUMO energy is 0.2 eV. Its gap between HOMO and LUMO is 8.882 eV.

---

Entry 5:
Below is one molecule with the formula C4H6S, with properties calculated with the ωB97M-V functional and the def2-TZVPD basis.

The geometry in XYZ format:
```
11
Properties=species:S:1:pos:R:3:forces:R:3:nbo_charge:R:1
S -1.48732 -1.23836 -0.05200 0.41 0.40 -0.08 0.3001
C -1.83445 0.55541 0.08549 3.39 -0.79 -1.52 -0.7151
C 1.36882 -1.87229 0.06642 -1.77 1.86 0.50 -0.2271
C 1.51128 -0.38890 -0.05875 -0.46 0.59 -0.04 -0.4281
C 0.22860 -1.24784 0.00742 1.03 0.17 -0.58 -0.1830
H -2.84791 0.56166 0.16461 -2.74 0.78 0.67 0.2220
H 1.85569 -2.73079 0.32813 1.16 -1.96 0.35 0.2138
H 1.88669 -0.07719 -1.07625 -0.46 0.37 1.33 0.1866
H -1.43809 1.16229 -0.72438 -0.62 -0.52 -1.10 0.2204
H -1.19096 0.99237 0.79681 -0.18 0.12 2.07 0.2271
H 1.66140 0.29467 0.85619 0.24 -1.01 -1.59 0.1832
```
Positions in Å, forces in eV/Å.

The energy above the lowest of the compared OMol25 structures with the same formula, charge and spin is 250.6 kJ/mol. The charge is 0. The structure (SMILES) is CSC1=CC1. The value obtained for the LUMO energy is 0.9 eV. Its gap between HOMO and LUMO is 9.079 eV.

---

Entry 6:
Below is a 2-piece molecular cluster, C4H6S overall, with properties calculated with the ωB97M-V functional and the def2-TZVPD basis.

The geometry in XYZ format:
```
11
Properties=species:S:1:pos:R:3:forces:R:3:nbo_charge:R:1
S -0.82797 -0.32251 -2.86217 -0.36 -0.08 -0.48 0.1071
C 0.14872 -1.49176 0.06278 -1.20 0.18 0.14 -0.2649
C 0.14466 0.87128 -2.49748 1.28 0.83 1.94 -0.4737
C -0.06346 0.12376 2.17617 -3.53 -2.37 0.52 -0.6761
C 0.00457 -0.72963 0.99278 0.92 -0.98 -0.16 -0.0111
H -0.14184 -2.11707 -0.77901 0.71 0.41 0.65 0.2465
H -0.68316 0.93998 1.89783 -0.69 0.95 0.09 0.2330
H 0.76846 1.45265 -3.16654 -0.28 -0.07 -0.66 0.1856
H -0.56438 -0.40360 3.08986 0.76 0.73 -1.77 0.2328
H 0.40365 1.18196 -1.43313 -0.72 -0.61 -1.04 0.1898
H 0.81075 0.49494 2.51890 3.11 1.01 0.78 0.2309
```
Positions in Å, forces in eV/Å.

The energy above the lowest of the compared OMol25 structures with the same formula, charge and spin is 278.8 kJ/mol. The charge is 0. The structure (SMILES) is C#CC.C=S. The value obtained for the LUMO energy is -0.3 eV. Its gap between HOMO and LUMO is 8.459 eV.

---

Entry 7:
Below is one molecule with the formula C4H6S, with properties calculated with the ωB97M-V functional and the def2-TZVPD basis.

The geometry in XYZ format:
```
11
Properties=species:S:1:pos:R:3:forces:R:3:nbo_charge:R:1
S 0.39037 0.77304 0.42035 -0.20 -0.93 -0.70 0.5802
C -1.94450 0.11821 -0.21757 1.63 3.77 1.84 -0.5464
C 2.04852 0.06344 -0.15008 -2.42 3.45 0.88 -0.6786
C -0.91753 -0.42476 1.01459 -0.99 -0.66 -3.29 -0.4706
C -0.65367 0.25133 -1.01369 -0.63 -2.19 2.18 -0.1909
H 1.86313 -0.65899 -0.83765 -0.36 -1.74 -2.37 0.2389
H -0.79697 -1.55655 0.88375 0.72 1.64 0.05 0.2070
H -2.82949 -0.45765 -0.51300 0.71 0.00 -0.32 0.2320
H 2.48859 -0.28362 0.68748 1.38 -1.53 2.89 0.2149
H -2.23095 1.21244 0.09543 -0.25 -2.14 -0.14 0.1868
H 2.58251 0.96312 -0.36961 0.42 0.33 -1.01 0.2269
```
Positions in Å, forces in eV/Å.

The energy above the lowest of the compared OMol25 structures with the same formula, charge and spin is 612.1 kJ/mol. The charge is 0. The structure (SMILES) is CS1#CCC=1. The value obtained for the LUMO energy (spin up / spin down) is 0.4 / 0.4 eV. Its gap between HOMO and LUMO (spin up / spin down) is 7.989 / 7.989 eV.

---

Entry 8:
Below is a 2-piece molecular cluster, C4H6S overall, with properties calculated with the ωB97M-V functional and the def2-TZVPD basis.

The geometry in XYZ format:
```
11
Properties=species:S:1:pos:R:3:forces:R:3:nbo_charge:R:1
S 2.26547 0.48834 0.91727 -0.46 -0.40 -0.53 -0.0665
C 0.52854 -0.86929 -0.75372 -0.61 0.45 0.44 -0.3982
C 1.40555 -0.99937 0.25674 -0.35 3.64 -1.86 -0.3117
C -2.60850 0.70510 0.11955 -2.29 0.73 0.17 -0.2441
C -1.61842 1.16907 0.61736 -2.33 -1.14 -1.24 -0.2202
H 0.08776 0.14154 -1.11718 1.11 -1.97 0.73 0.2211
H -0.65574 1.19020 0.89081 3.00 0.64 1.15 0.2166
H 0.07828 -1.77654 -1.18088 0.25 0.47 0.05 0.2104
H 1.89849 -1.84012 0.60295 0.25 -1.90 0.57 0.2127
H 2.30500 1.20273 -0.24193 -0.10 -0.37 0.48 0.1360
H -3.68643 0.58833 -0.11096 1.54 -0.15 0.03 0.2439
```
Positions in Å, forces in eV/Å.

The energy above the lowest of the compared OMol25 structures with the same formula, charge and spin is 302.9 kJ/mol. The charge is 0. The structure (SMILES) is C=CS.C#C. The value obtained for the LUMO energy is 0.9 eV. Its gap between HOMO and LUMO is 9.882 eV.